The following is a quantum chemistry calculation of a molecular structure, C37H33BBiF4NO3S2, from OMol25.

CARTESIAN COORDINATES (ANGSTROEM)
Bi1 2.599 1.175 -0.280
C1 -5.050 5.258 -1.019
C2 -3.903 4.316 -1.219
C3 -3.010 4.039 -0.184
C4 -1.915 3.217 -0.382
C5 -1.725 2.647 -1.628
C6 -2.590 2.909 -2.682
C7 -3.676 3.735 -2.466
S1 -0.272 1.693 -2.023
O1 0.583 1.847 -0.711
C8 -0.734 -0.042 -2.087
C9 -0.579 -0.567 -3.391
C10 -0.808 -1.887 -3.631
C11 -1.150 -2.762 -2.575
C12 -1.369 -4.139 -2.798
C13 -1.706 -4.965 -1.763
C14 -1.849 -4.451 -0.459
C15 -1.661 -3.120 -0.214
C16 -1.299 -2.240 -1.261
C17 -1.103 -0.847 -1.025
C18 -1.451 -0.330 0.331
C19 -2.825 -0.036 0.582
C20 -3.818 -0.174 -0.420
C21 -5.115 0.163 -0.161
C22 -5.497 0.631 1.113
C23 -4.572 0.739 2.111
C24 -3.218 0.414 1.873
C25 -2.244 0.554 2.884
C26 -0.933 0.273 2.639
C27 -0.547 -0.185 1.363
S2 1.191 -0.593 1.103
O2 1.293 -1.895 0.466
C28 1.945 -0.520 2.702
C29 2.242 0.753 3.186
C30 2.894 0.875 4.394
C31 3.268 -0.261 5.122
C32 3.989 -0.101 6.424
C33 2.976 -1.519 4.596
C34 2.317 -1.661 3.386
H1 -5.422 5.227 0.004
H2 -5.863 5.034 -1.708
H3 -4.722 6.281 -1.218
H4 -3.161 4.483 0.792
H5 -1.211 3.028 0.417
H6 -2.415 2.475 -3.660
H7 -4.349 3.953 -3.286
H8 -0.296 0.104 -4.194
H9 -0.737 -2.279 -4.638
H10 -1.275 -4.529 -3.803
H11 -1.873 -6.018 -1.943
H12 -2.119 -5.118 0.347
H13 -1.789 -2.730 0.787
H14 -3.546 -0.548 -1.398
H15 -5.860 0.055 -0.938
H16 -6.531 0.894 1.293
H17 -4.863 1.072 3.099
H18 -2.555 0.870 3.872
H19 -0.200 0.367 3.427
H20 1.953 1.643 2.629
H21 3.132 1.857 4.783
H22 3.480 0.623 7.060
H23 4.997 0.279 6.248
H24 4.073 -1.043 6.960
H25 3.277 -2.406 5.138
H26 2.104 -2.639 2.974
F1 3.857 -0.754 -0.142
B1 5.128 -0.273 0.700
F2 4.515 0.765 1.427
F3 5.536 -1.315 1.424
F4 5.959 0.212 -0.269
C35 4.576 -2.309 -3.513
N1 3.997 -1.035 -3.106
C36 4.824 0.147 -3.330
C37 2.838 -0.971 -2.544
O3 2.281 0.122 -2.133
H27 4.669 -2.349 -4.597
H28 3.966 -3.140 -3.166
H29 5.567 -2.401 -3.070
H30 5.298 0.069 -4.306
H31 5.600 0.211 -2.567
H32 4.208 1.041 -3.305
H33 2.271 -1.895 -2.443

Atoms 1-6, force components in eV/Å:
Bi 0.4 -0.2 -0.2
C 0.0 0.0 0.0
C 0.0 0.0 0.0
C 0.0 0.0 0.0
C 0.2 -0.2 0.2
C 0.1 -0.1 -0.1

Total charge: +2
ΔE to the lowest compared entry with this formula, charge and spin: 6.6 kcal per mole
Orbital gap: 6.822 eV

---

The following is a quantum chemistry calculation of a molecular structure, C37H33BrIN6O2Tb, from OMol25.

CARTESIAN COORDINATES (ANGSTROEM)
Tb1 -15.824 10.769 4.961
C1 -20.379 11.556 7.066
C2 -20.275 11.567 5.561
N1 -21.392 11.812 4.856
C3 -21.357 12.011 3.569
C4 -20.208 11.959 2.737
C5 -20.387 12.166 1.210
O1 -19.430 13.000 0.502
C6 -19.036 11.584 3.413
C7 -17.948 11.153 2.621
N2 -17.059 10.203 2.836
C8 -17.049 8.954 2.195
C9 -17.183 7.823 2.993
C10 -17.594 6.653 2.417
C11 -17.645 6.481 1.049
C12 -17.113 7.476 0.245
C13 -16.824 8.685 0.759
I1 -13.516 8.301 0.836
C14 -19.010 11.376 4.799
O2 -17.949 10.974 5.417
H1 -21.347 11.925 7.359
H2 -19.646 12.251 7.520
H3 -20.262 10.530 7.500
H4 -22.270 12.255 3.072
H5 -21.401 12.571 1.024
H6 -20.274 11.191 0.699
H7 -19.692 13.979 0.501
H8 -17.944 11.791 1.711
H9 -17.347 7.979 4.100
H10 -17.875 5.738 3.040
H11 -18.193 5.600 0.641
H12 -17.115 7.353 -0.843
C15 -14.521 7.113 4.671
C16 -15.189 7.526 5.986
C17 -15.481 6.472 6.867
C18 -15.951 6.701 8.116
C19 -16.124 7.999 8.586
C20 -15.758 9.055 7.732
N3 -15.365 8.830 6.448
C21 -15.769 10.453 8.160
C22 -15.994 10.846 9.451
C23 -16.163 12.178 9.746
C24 -16.076 13.178 8.806
C25 -15.763 12.760 7.531
N4 -15.673 11.455 7.215
C26 -15.571 13.765 6.466
C27 -15.189 15.050 6.790
C28 -14.796 15.937 5.738
C29 -14.969 15.500 4.442
C30 -15.721 14.314 4.200
C31 -16.197 14.048 2.864
N5 -15.882 13.386 5.175
H13 -13.706 6.414 4.810
H14 -14.033 7.929 4.064
H15 -15.208 6.637 3.940
H16 -15.323 5.448 6.496
H17 -16.143 5.853 8.796
H18 -16.413 8.163 9.637
H19 -16.133 10.033 10.203
H20 -16.307 12.552 10.748
H21 -16.214 14.220 9.012
H22 -15.007 15.352 7.805
H23 -14.231 16.819 6.034
H24 -14.706 16.142 3.597
H25 -17.248 14.230 2.734
H26 -15.902 13.040 2.581
H27 -15.642 14.744 2.126
C32 -16.892 12.235 -2.730
C33 -16.113 11.506 -1.704
C34 -14.719 11.669 -1.488
C35 -14.095 10.887 -0.563
C36 -14.727 9.805 0.093
Br1 -13.299 10.906 3.860
N6 -16.063 9.727 -0.046
C37 -16.773 10.525 -0.996
H28 -16.668 13.299 -2.758
H29 -17.993 12.178 -2.542
H30 -16.757 11.840 -3.788
H31 -14.216 12.457 -1.994
H32 -13.056 11.211 -0.229
H33 -17.881 10.448 -1.051

Atoms 1-6, force components in eV/Å:
Tb 0.7 0.0 -0.8
C 0.8 -0.6 0.1
C 0.1 0.2 -1.9
N 1.3 -0.1 2.7
C 1.6 0.2 -3.2
C -1.7 0.9 0.4

Expectation value of S²: 12.05
Spin multiplicity: 7
Total charge: +2
ΔE to the lowest compared entry with this formula, charge and spin: 0.0 kcal per mole
Orbital gap (alpha / beta): 6.712 / 6.722 eV

---

The following is a quantum chemistry calculation of a molecular structure, C37H33ClN3O4PS2V, from OMol25.

CARTESIAN COORDINATES (ANGSTROEM)
V1 0.043 0.488 0.536
C1 2.607 0.045 -2.424
C2 3.634 -0.834 -1.776
C3 4.560 -1.500 -2.572
C4 5.561 -2.290 -2.026
C5 5.646 -2.416 -0.651
C6 4.723 -1.762 0.156
C7 3.705 -0.978 -0.383
P1 2.502 -0.048 0.683
C8 2.848 -0.845 2.305
C9 2.391 -2.169 2.263
C10 2.510 -3.010 3.354
C11 3.080 -2.529 4.523
C12 3.487 -1.207 4.588
C13 3.367 -0.337 3.503
C14 3.733 1.107 3.716
C15 3.224 1.618 0.513
C16 4.573 1.895 0.723
C17 5.047 3.195 0.691
C18 4.143 4.226 0.436
C19 2.822 3.945 0.146
C20 2.323 2.629 0.115
C21 0.953 2.298 -0.346
H1 2.493 -0.215 -3.478
H2 2.911 1.095 -2.360
H3 1.633 -0.042 -1.941
H4 4.481 -1.396 -3.649
H5 6.264 -2.803 -2.674
H6 6.419 -3.027 -0.200
H7 4.797 -1.880 1.227
H8 1.929 -2.536 1.348
H9 2.137 -4.025 3.291
H10 3.173 -3.167 5.395
H11 3.878 -0.814 5.521
H12 3.688 1.338 4.782
H13 3.041 1.766 3.199
H14 4.743 1.333 3.367
H15 5.253 1.077 0.939
H16 6.093 3.407 0.877
H17 4.487 5.256 0.431
H18 2.143 4.753 -0.108
H19 1.024 1.997 -1.401
H20 0.325 3.199 -0.326
C22 -0.995 -2.731 -2.200
C23 -0.091 -1.918 -1.286
O1 0.872 -2.461 -0.735
O2 -0.393 -0.670 -1.186
H21 -0.913 -3.788 -1.958
H22 -0.679 -2.574 -3.236
H23 -2.036 -2.428 -2.112
Cl1 0.306 1.318 2.866
N1 -3.631 2.746 1.147
C24 -2.358 2.301 1.350
N2 -2.009 1.370 0.511
C25 -3.122 1.155 -0.299
C26 -3.323 0.232 -1.322
C27 -4.574 0.195 -1.908
C28 -5.598 1.069 -1.512
C29 -5.405 2.002 -0.510
C30 -4.153 2.012 0.095
H24 -4.107 3.421 1.713
H25 -1.703 2.663 2.130
H26 -2.510 -0.425 -1.598
H27 -4.777 -0.546 -2.671
H28 -6.569 0.991 -1.988
H29 -6.203 2.659 -0.186
O3 -6.372 -4.336 -0.799
S1 -5.667 -3.090 -1.012
O4 -5.746 -2.540 -2.347
N3 -4.142 -3.163 -0.484
C31 -3.908 -2.338 0.526
S2 -2.472 -2.078 1.329
C32 -5.144 -1.566 0.950
C33 -5.279 -0.643 1.974
C34 -6.525 -0.065 2.175
C35 -7.612 -0.396 1.366
C36 -7.474 -1.318 0.336
C37 -6.227 -1.887 0.161
H30 -4.415 -0.398 2.582
H31 -6.657 0.666 2.966
H32 -8.573 0.076 1.540
H33 -8.305 -1.586 -0.304

Atoms 1-6, force components in eV/Å:
V -0.2 0.1 -0.3
C 0.0 0.1 0.0
C 0.0 0.0 0.0
C 0.0 0.0 0.0
C 0.0 0.0 -0.1
C 0.0 0.0 0.0

Expectation value of S²: 3.76
Spin multiplicity: 4
Total charge: -2
ΔE to the lowest compared entry with this formula, charge and spin: 22.4 kcal per mole
Orbital gap (alpha / beta): 5.656 / 6.508 eV